(A)
Density functional theory data (wB97M-V/def2-TZVPD) for a structure of composition C5H7NO4.

## Properties
lowest unoccupied orbital energy = 0.466 eV
M = 145.114 g mol⁻¹
frontier orbital gap = 8.96 eV
HOMO energy = -0.3120 hartree

Atoms and positions in Å:
1 H -4.59 -1.82 0.46
2 C -2.68 -2.13 0.28
3 H -2.88 -2.63 -0.68
4 O 1.16 0.97 1.41
5 C 0.23 1.04 0.70
6 C -1.49 -2.72 1.05
7 C -1.76 -0.94 0.13
8 O 2.85 0.19 -1.07
9 H -1.01 -3.61 0.63
10 H -0.81 2.08 -0.72
11 O -0.71 -1.52 0.76
12 H -1.66 -2.83 2.13
13 H 2.83 -0.16 -0.17
14 C -0.72 1.10 -0.24
15 O -3.84 -1.97 1.04
16 H 1.91 0.18 -1.42
17 N -1.82 0.22 -0.36

***

(B)
Density functional theory data (wB97M-V/def2-TZVPD) for an isolated molecule of C5H7NO4.

## Properties
lowest unoccupied orbital energy = 0.346 eV
M = 145.114 g mol⁻¹
frontier orbital gap = 10.79 eV
SMILES = [H]/N=C(\O)C(=O)OCC(C)=O
HOMO energy = -0.3838 hartree

Atoms and positions in Å:
1 H -4.05 0.50 0.07
2 H -3.42 -0.54 1.38
3 H -0.84 -1.23 1.11
4 O 0.47 0.21 0.39
5 O -1.75 1.63 0.19
6 H -0.74 -1.11 -0.66
7 N 3.84 0.71 0.46
8 H -3.32 -1.11 -0.29
9 O 1.78 -1.62 0.34
10 H 4.37 1.16 -0.52
11 C -0.74 -0.53 0.27
12 H 2.33 0.51 -2.05
13 C -3.26 -0.22 0.34
14 C -1.91 0.43 0.25
15 C 2.71 0.58 -0.03
16 C 1.62 -0.43 0.27
17 O 2.92 1.06 -1.52

***

Verdict on stability: (A) comes out at the bottom.

***

(A)
Density functional theory data (wB97M-V/def2-TZVPD) for a cluster of 5 separate species, C3H17N2O3 in total.

## Properties
lowest unoccupied orbital energy = -9.405 eV
M = 129.180 g mol⁻¹
frontier orbital gap = 3.11 eV
HOMO energy = -0.4600 hartree
charge = +1

Atoms and positions in Å:
1 H 1.41 -1.17 2.51
2 H 0.18 0.09 -1.76
3 C 1.69 -1.82 0.49
4 O -1.14 1.03 -0.94
5 O -1.79 -0.75 0.85
6 H 2.70 -2.12 0.78
7 H 1.80 -1.07 -0.31
8 N 1.01 -1.28 1.59
9 N -0.38 3.31 -0.26
10 H -0.18 1.75 0.92
11 C 0.91 -3.01 -0.08
12 H 0.41 -0.59 -3.11
13 H -2.44 -0.71 1.57
14 H 1.47 -3.50 -0.88
15 C -0.56 2.76 1.00
16 H -0.05 -2.75 -0.51
17 H -1.69 0.10 0.37
18 H -0.02 3.27 1.81
19 H -0.20 2.64 -1.00
20 H -1.87 1.12 -1.58
21 O 0.85 -0.38 -2.28
22 H -0.63 4.26 -0.51
23 H 0.83 -3.82 0.64
24 H 0.09 -0.89 1.35
25 H -1.62 2.65 1.28

***

(B)
Density functional theory data (wB97M-V/def2-TZVPD) for a cluster of 4 separate species, C3H17N2O3 in total.

## Properties
lowest unoccupied orbital energy = -2.607 eV
M = 129.180 g mol⁻¹
frontier orbital gap = 10.43 eV
HOMO energy = -0.4789 hartree
charge = +1

Atoms and positions in Å:
1 H 1.16 1.01 1.81
2 H -1.63 -1.19 -4.43
3 H -0.42 -1.16 -1.33
4 H -2.12 0.57 0.07
5 H -1.60 -1.53 -0.49
6 N 0.69 0.51 1.05
7 C -0.33 2.79 0.68
8 H 2.51 -2.26 -0.42
9 O 0.55 -1.36 3.21
10 O -1.36 -1.68 -3.51
11 H -1.21 3.11 1.08
12 H 3.01 -1.09 -1.33
13 C -1.23 0.50 -0.41
14 H 0.19 2.72 1.63
15 H -0.11 -2.03 3.53
16 H 0.61 1.60 -0.92
17 O 2.60 -1.28 -0.49
18 N -0.88 -0.86 -0.46
19 H -1.63 0.97 -1.39
20 H -0.07 0.01 1.54
21 H 0.01 3.70 0.25
22 H 1.45 -1.63 3.35
23 C 0.00 1.42 0.00
24 H 1.27 -0.23 0.55
25 H -1.45 -2.59 -3.56

***

Verdict on stability: (A) comes out at the bottom.

***

(A)
Density functional theory data (wB97M-V/def2-TZVPD) for an isolated molecule of C24H28N4O2.

## Properties
lowest unoccupied orbital energy = 0.628 eV
M = 404.514 g mol⁻¹
frontier orbital gap = 8.01 eV
SMILES = CCCc1c(C(=O)N2CCN(c3ccccc3OC)CC2)cnn1-c1ccccc1
HOMO energy = -0.2713 hartree

Atoms and positions in Å:
1 H 2.64 -1.28 1.33
2 C 4.81 1.75 -1.16
3 H 5.63 -1.83 3.20
4 H -2.99 -0.31 -3.51
5 O -0.67 -2.62 0.61
6 C -5.95 -0.28 1.26
7 N -3.51 0.31 0.78
8 C -7.23 0.08 0.95
9 C 5.51 0.15 0.69
10 C 0.98 0.40 -0.78
11 C -3.78 -1.25 -1.95
12 H 3.98 1.81 -1.77
13 C -1.64 -0.65 0.70
14 H 1.87 0.98 1.03
15 C 4.55 0.59 -0.13
16 H -2.05 -1.48 -2.76
17 C -2.95 -0.80 0.32
18 H -5.55 -1.38 1.55
19 H -2.72 -2.66 -0.57
20 C 6.25 -1.19 2.31
21 C -5.40 2.05 0.24
22 H -8.00 -0.67 1.46
23 N 3.16 0.03 -0.12
24 H 2.35 1.99 -0.35
25 H 7.90 2.32 -0.14
26 C -0.48 -1.36 0.27
27 C -1.52 0.71 1.13
28 H 7.05 -1.64 2.20
29 C 2.13 1.08 -0.02
30 H 2.17 -2.01 -1.61
31 C -4.97 0.87 0.76
32 H -8.54 1.73 0.55
33 C -6.61 2.11 0.19
34 H -4.51 -0.36 -1.85
35 H 3.89 -1.81 -0.11
36 H -0.77 1.28 1.85
37 H 1.33 0.45 -1.94
38 H -4.58 2.66 -0.01
39 H -4.34 -2.09 -2.53
40 O 5.26 -0.53 1.65
41 C 6.02 2.21 -1.31
42 N 0.64 -0.81 -0.61
43 H 1.61 -2.95 -0.19
44 C 2.89 -1.23 0.13
45 H 0.02 0.81 -0.61
46 H 7.67 0.42 1.42
47 H -4.29 -2.26 0.05
48 C -3.50 -1.95 -0.71
49 C 1.95 -1.90 -0.59
50 H 6.14 2.97 -1.87
51 C -2.68 -0.71 -2.64
52 H -6.95 3.33 0.10
53 H 6.59 -0.36 3.14
54 C 7.08 1.84 -0.31
55 C 6.77 0.67 0.57
56 C -7.58 1.45 0.69
57 N -2.75 1.24 1.29
58 H -2.32 0.08 -2.29

***

(B)
Density functional theory data (wB97M-V/def2-TZVPD) for an isolated molecule of C24H28N4O2.

## Properties
lowest unoccupied orbital energy = 0.772 eV
M = 404.514 g mol⁻¹
frontier orbital gap = 8.68 eV
SMILES = Cn1c(CCNC(=O)c2ccccc2)nc2cc(NC(=O)C3CCCCC3)ccc21
HOMO energy = -0.2906 hartree

Atoms and positions in Å:
1 H 2.28 0.18 0.90
2 C -3.30 -3.09 2.31
3 C -2.93 -2.12 3.43
4 N 2.30 2.82 -1.52
5 H -2.56 -3.90 2.26
6 C -3.36 -2.35 0.97
7 C -4.36 -1.20 1.06
8 C 0.44 1.61 -1.57
9 H 3.67 3.09 -3.94
10 C 3.19 2.13 -3.78
11 O 4.24 0.58 -0.67
12 H -4.27 -3.54 2.52
13 H 4.15 2.92 -0.57
14 H -3.66 -3.04 0.18
15 C 1.07 -2.95 -0.97
16 C 0.92 -1.47 0.91
17 H 3.09 4.33 -0.35
18 N 3.63 -0.07 -2.75
19 H 4.96 1.49 -2.65
20 H 4.81 0.75 -4.27
21 H -3.62 -0.28 4.29
22 H 3.91 4.09 -1.90
23 C -0.72 1.04 -1.08
24 O -2.10 1.04 2.95
25 C -0.31 2.17 1.03
26 C -1.08 1.31 0.23
27 H -1.31 0.38 -1.70
28 C 1.22 2.47 -0.76
29 H 1.43 3.40 1.18
30 C -3.98 -0.22 2.17
31 H -1.93 -1.72 3.25
32 C -2.67 0.56 2.00
33 H 2.88 -0.48 -3.27
34 H 0.74 -3.84 -1.49
35 N -2.25 0.69 0.71
36 H 2.69 1.82 -4.70
37 C 3.43 3.59 -1.06
38 H -4.92 -1.36 3.75
39 N 1.06 1.46 -2.78
40 H -5.35 -1.62 1.31
41 C 2.15 2.17 -2.71
42 C 3.53 -0.10 -1.39
43 H -4.76 0.55 2.24
44 C 1.93 -0.70 0.38
45 C 2.06 -2.16 -1.52
46 C 2.50 -1.02 -0.85
47 C 0.49 -2.60 0.24
48 H -0.62 2.35 2.04
49 H -0.29 -3.22 0.66
50 H -2.91 -2.65 4.39
51 H -2.37 -1.97 0.73
52 H -2.77 0.21 0.00
53 C -3.93 -0.97 3.51
54 H 2.52 -2.46 -2.45
55 H -4.47 -0.70 0.10
56 H 0.47 -1.20 1.86
57 C 0.84 2.75 0.55
58 C 4.26 1.07 -3.38

***

Verdict on stability: (A) comes out at the bottom.

***

(A)
Density functional theory data (wB97M-V/def2-TZVPD) for a structure of composition C4H3NOS2.

## Properties
lowest unoccupied orbital energy = -2.130 eV
M = 145.208 g mol⁻¹
frontier orbital gap = 7.18 eV
HOMO energy = -0.3420 hartree

Atoms and positions in Å:
1 H 0.86 -0.93 1.18
2 H 1.86 1.26 -1.29
3 C -1.28 0.41 -0.19
4 O -2.40 0.77 -0.01
5 S 1.99 0.30 0.69
6 C -0.20 1.05 -0.98
7 C -0.36 -1.64 1.02
8 S -0.39 -2.92 1.80
9 H -0.21 1.62 -1.86
10 C 1.10 0.97 -0.64
11 N -0.97 -0.89 0.29

***

(B)
Density functional theory data (wB97M-V/def2-TZVPD) for an isolated molecule of C4H3NOS2.

## Properties
lowest unoccupied orbital energy = -1.335 eV
M = 145.208 g mol⁻¹
frontier orbital gap = 7.69 eV
SMILES = S=C1C=C/C(=N\S)O1
HOMO energy = -0.3317 hartree

Atoms and positions in Å:
1 S -3.42 -0.68 -0.03
2 C -1.28 1.06 -0.02
3 N 1.45 -1.21 -0.02
4 S 2.92 -0.29 -0.03
5 C -1.85 -0.31 -0.05
6 H 0.82 1.69 0.01
7 O -0.85 -1.16 0.04
8 H -1.97 1.88 0.08
9 C 0.40 -0.52 -0.02
10 H 3.73 -1.37 0.04
11 C 0.05 0.90 -0.01

***

Verdict on stability: (A) comes out at the bottom.

***

(A)
Density functional theory data (wB97M-V/def2-TZVPD) for a cluster of 2 separate species, C4H16N4 in total.

## Properties
lowest unoccupied orbital energy = -6.525 eV
M = 120.200 g mol⁻¹
frontier orbital gap = 10.91 eV
HOMO energy = -0.6408 hartree
charge = +2

Atoms and positions in Å:
1 C 0.77 -2.18 0.85
2 H -0.36 -2.71 2.42
3 N -1.24 3.43 -0.16
4 C -1.59 -3.01 0.22
5 H 0.13 1.74 -0.04
6 H -1.68 -3.18 1.38
7 H 0.89 4.14 -1.42
8 N 0.52 -2.20 2.24
9 H 1.33 2.69 -2.46
10 H -1.69 2.65 0.49
11 H -1.91 3.70 -0.95
12 H -2.25 -2.30 -0.15
13 N -0.19 -2.35 -0.08
14 H 2.87 -1.85 0.79
15 H -0.92 1.64 -1.42
16 H -0.05 -1.97 -1.02
17 H 1.86 2.95 -1.05
18 H -1.63 -4.08 -0.28
19 H -0.85 4.27 0.48
20 N 2.04 -2.19 0.27
21 H 1.16 -2.01 2.93
22 H 2.17 -2.67 -0.66
23 C 0.92 3.04 -1.51
24 C -0.29 2.47 -0.88

***

(B)
Density functional theory data (wB97M-V/def2-TZVPD) for a cluster of 2 separate species, C4H16N4 in total.

## Properties
lowest unoccupied orbital energy = -6.347 eV
M = 120.200 g mol⁻¹
frontier orbital gap = 11.50 eV
HOMO energy = -0.6559 hartree
charge = +2

Atoms and positions in Å:
1 H 0.54 2.35 -0.54
2 H -1.11 -1.07 1.46
3 H 0.38 0.76 -1.38
4 N -1.83 1.42 -2.91
5 H 2.10 -1.59 0.24
6 C 0.88 -0.86 1.67
7 H 0.51 -3.16 0.50
8 C -1.29 2.09 -1.67
9 H -0.07 -2.16 -0.88
10 H -1.49 1.92 -3.74
11 N 0.79 -0.17 2.81
12 H -2.85 1.46 -2.95
13 H -1.47 0.47 -2.99
14 H 0.76 2.08 -2.31
15 C -0.22 -2.42 0.18
16 N 2.07 -1.07 1.10
17 H -1.46 3.16 -1.73
18 H -1.96 1.80 -0.86
19 H 2.91 -0.79 1.58
20 C 0.17 1.83 -1.42
21 H 1.64 0.03 3.33
22 H -1.18 -2.92 0.23
23 N -0.22 -1.22 1.01
24 H -0.02 -0.29 3.40

***

Verdict on stability: (A) comes out at the bottom.

***

(A)
Density functional theory data (wB97M-V/def2-TZVPD) for an isolated molecule of C4H12N2Si.

## Properties
lowest unoccupied orbital energy = 0.812 eV
M = 116.240 g mol⁻¹
frontier orbital gap = 8.65 eV
SMILES = C=C[Si@@](C)(N)NC
HOMO energy = -0.2879 hartree

Atoms and positions in Å:
1 H 2.64 0.42 -0.92
2 H -0.02 -1.13 -2.44
3 C -1.23 1.05 -0.62
4 C -2.27 1.69 -0.15
5 H -2.64 2.53 -0.73
6 H -0.72 -1.40 2.16
7 H -0.60 1.47 -1.30
8 N 0.25 -1.39 -1.51
9 N 1.60 -0.13 0.73
10 Si -0.36 -0.60 -0.14
11 H 3.60 0.52 0.57
12 H -3.12 1.29 0.49
13 H 1.37 0.24 1.65
14 C -1.27 -1.53 1.20
15 H 2.57 1.67 0.18
16 H -1.29 -2.55 0.90
17 H -2.25 -1.07 1.28
18 C 2.62 0.64 0.10
19 H 1.13 -1.71 -1.46

***

(B)
Density functional theory data (wB97M-V/def2-TZVPD) for a structure of composition C4H12N2Si.

## Properties
lowest unoccupied orbital energy = 0.793 eV
M = 116.240 g mol⁻¹
frontier orbital gap = 8.81 eV
HOMO energy = -0.2947 hartree

Atoms and positions in Å:
1 H 0.02 1.88 -2.04
2 H 3.01 -0.01 0.63
3 H 3.05 -1.56 0.29
4 N 0.10 1.95 0.94
5 H -0.58 2.79 0.72
6 C 1.09 -0.86 0.52
7 N 0.22 0.92 -1.75
8 H -2.52 -1.94 -0.66
9 H 0.60 -1.66 0.09
10 H 0.05 1.93 1.91
11 C -3.02 -1.10 -0.22
12 H -2.67 0.63 1.01
13 H -4.05 -1.34 0.03
14 Si -0.02 0.53 -0.05
15 C -2.36 -0.14 0.38
16 H 2.57 -0.56 -1.10
17 H 1.03 -1.20 1.49
18 H 1.00 0.50 -2.25
19 C 2.49 -0.75 0.06

***

Verdict on stability: (B) comes out at the bottom.